Density functional theory data (ωB97M-V/def2-TZVPD) for one molecule with the formula C3H7NOS2.

Geometry as XYZ:
```
14
Properties=species:S:1:pos:R:3:forces:R:3
N -1.572 0.805 0.595 0.1475 1.6403 -0.1899
C -0.296 0.033 0.850 -3.5792 -0.4017 -3.2495
C -1.147 -1.280 0.830 2.6091 -0.5847 3.6609
O -0.868 -2.295 0.262 -0.4136 0.0308 -1.1618
C 0.459 -0.038 -0.486 0.6395 0.3934 0.2852
S 1.784 1.190 -0.411 0.3299 0.2971 0.1709
S 3.334 0.340 -1.462 0.1911 -0.2772 0.1518
H -1.926 0.818 -0.348 0.4059 -0.0715 -0.2604
H -2.373 0.680 1.197 0.4336 -0.1636 0.4083
H 0.268 0.551 1.615 -0.0165 -0.8564 0.6425
H -1.914 -1.260 1.616 -0.5561 -0.0265 -0.3010
H 0.844 -1.051 -0.587 0.2400 0.0902 -0.0774
H -0.172 0.179 -1.346 -0.1668 -0.1558 0.1105
H 3.578 1.330 -2.325 -0.2644 0.0857 -0.1901
```
Positions in Å, forces in eV/Å.

Results
E_HOMO   -8.6 eV
E_tot   -28430.83093 eV
ΔE to the lowest compared entry with this formula, charge and spin   55.60 kcal per mole
HOMO-LUMO gap   9.239 eV
SMILES   N[C@@H](C=O)CSS
Lowest unoccupied orbital energy   0.592 eV
Net charge   0